# 1
Here is C5H10O3Pr as an isolated structure in a non-equilibrium geometry from OMol25. Energies are from ωB97M-V with the def2-TZVPD basis set.

**F_max**: 9.5 eV Å⁻¹
**2S+1**: 3
**Expectation value of S²**: 2.02
**Lowest unoccupied orbital energy (spin up / spin down)**: -4.14 / -4.12 eV
**Energy above the lowest of the compared OMol25 structures with the same formula, charge and spin**: 0.000 eV
**E_HOMO (spin up / spin down)**: -11.57 / -11.71 eV
**Total charge**: +1
**Molar mass**: 259.040 g/mol

XYZ file:
```
19
C5H10O3Pr ωB97M-V with the def2-TZVPD basis set
Pr 1.826 0.456 0.189
O -0.513 0.996 -0.219
O 3.807 1.167 0.294
O 0.498 -1.400 0.168
C -0.085 3.310 -0.131
C -1.448 -0.052 0.083
C -0.820 -1.343 -0.377
C 1.121 -2.679 0.058
C -0.855 2.270 0.170
H -0.223 4.242 0.416
H -1.413 -2.190 -0.005
H -1.692 2.318 0.869
H 0.580 -3.404 0.679
H 1.123 -3.007 -0.990
H -2.381 0.131 -0.463
H -1.645 -0.078 1.164
H 2.149 -2.573 0.418
H -0.761 -1.395 -1.474
H 0.732 3.232 -0.850
```

***

# 2
Here is a 2-piece molecular cluster, C5H10O4S overall in a non-equilibrium geometry from OMol25. Energies are from ωB97M-V with the def2-TZVPD basis set.

**F_max**: 10.9 eV Å⁻¹
**Lowest unoccupied orbital energy**: 0.30 eV
**Energy above the lowest of the compared OMol25 structures with the same formula, charge and spin**: 5.550 eV
**E_HOMO**: -8.36 eV
**Molar mass**: 166.198 g/mol

XYZ file:
```
20
C5H10O4S ωB97M-V with the def2-TZVPD basis set
S -1.646 0.472 -0.302
O -0.290 -0.088 -0.765
O 2.327 -0.874 0.805
O 2.180 -2.778 2.027
O 1.339 -2.613 -0.033
C 1.704 -0.439 -0.373
C 1.995 -2.137 1.024
C 0.973 -1.693 -0.866
C -1.569 0.935 1.515
C -1.763 2.115 -1.078
H -0.114 -1.601 -0.865
H -2.399 2.677 -0.394
H -0.541 0.794 1.849
H 0.981 0.376 -0.401
H -1.990 0.189 2.189
H 2.461 -0.176 -1.111
H -2.214 1.774 1.776
H 1.397 -1.845 -1.859
H -2.063 2.349 -2.100
H -0.770 2.562 -1.037
```

***

# 3
Here is C5H10O5Pm as an isolated structure in a non-equilibrium geometry from OMol25. Energies are from ωB97M-V with the def2-TZVPD basis set.

**F_max**: 3.4 eV Å⁻¹
**2S+1**: 6
**Expectation value of S²**: 8.76
**Lowest unoccupied orbital energy (spin up / spin down)**: -8.84 / -8.84 eV
**Energy above the lowest of the compared OMol25 structures with the same formula, charge and spin**: 0.363 eV
**E_HOMO (spin up / spin down)**: -14.89 / -16.16 eV
**Total charge**: +2
**Molar mass**: 295.130 g/mol

XYZ file:
```
21
C5H10O5Pm ωB97M-V with the def2-TZVPD basis set
Pm 2.035 -1.283 -0.562
O -2.622 3.735 2.604
O -1.440 0.653 1.126
O -0.352 -1.111 0.343
O 0.693 0.812 0.412
O -5.840 -0.126 -0.133
C -1.412 2.064 1.480
C -6.401 0.924 0.650
C -2.709 2.453 2.109
C -5.512 2.124 0.581
C -0.361 0.131 0.608
H -4.081 2.246 1.320
H -5.975 3.023 0.999
H -3.042 1.733 2.870
H -5.192 2.381 -0.434
H -6.378 -0.919 -0.050
H -1.231 2.651 0.570
H -0.579 2.213 2.179
H -3.221 3.852 3.371
H -6.530 0.597 1.696
H -7.407 1.166 0.261
```

***

# 4
Here is C5H10O5Rb as an isolated structure in a non-equilibrium geometry from OMol25. Energies are from ωB97M-V with the def2-TZVPD basis set.

**F_max**: 3.1 eV Å⁻¹
**2S+1**: 2
**Expectation value of S²**: 0.75
**Lowest unoccupied orbital energy (spin up / spin down)**: -1.42 / -1.42 eV
**Energy above the lowest of the compared OMol25 structures with the same formula, charge and spin**: 0.000 eV
**E_HOMO (spin up / spin down)**: -5.79 / -6.87 eV
**Molar mass**: 235.598 g/mol

XYZ file:
```
21
C5H10O5Rb ωB97M-V with the def2-TZVPD basis set
Rb 2.518 -1.339 7.559
O 0.679 0.193 4.498
O 1.920 0.269 -3.820
O -0.555 -0.388 2.761
O -2.352 -1.623 -0.039
O 0.283 -1.953 4.153
C -1.202 -1.421 2.028
C -2.085 -0.803 1.002
C 0.834 1.939 -2.505
C 1.079 1.420 -3.902
C 0.180 -0.744 3.827
H 1.782 2.080 -1.966
H -2.946 -1.206 -0.702
H 0.317 2.906 -2.552
H -1.798 -2.054 2.703
H -0.438 -2.070 1.564
H 2.097 -0.072 -4.701
H 0.126 1.152 -4.388
H 1.569 2.188 -4.520
H -2.200 0.282 0.910
H 0.191 1.242 -1.911
```